(1)
DFT (ωB97M-V/def2-TZVPD) results for a molecular structure, C22H32N4Pd at a distorted geometry.

Energy above the lowest of the compared OMol25 structures with the same formula, charge and spin = 21.0 kcal per mole
Charge = +2
2S+1 = 1
Largest force on an atom = 0.030 hartree/bohr
Orbital gap = 0.253 hartree

Element x y z (Å)
Pd1 -0.180 -0.529 -0.777
C1 -0.058 2.312 -2.260
C2 -1.437 2.423 -1.658
C3 -2.427 3.184 -2.262
C4 -3.677 3.321 -1.671
C5 -3.967 2.682 -0.478
C6 -3.010 1.901 0.166
C7 -3.349 1.203 1.458
C8 -1.758 1.812 -0.440
N1 -0.736 1.005 0.205
C9 -0.054 1.412 1.218
C10 -0.243 2.716 1.900
C11 1.054 0.492 1.629
C12 1.766 0.676 2.924
N2 1.272 -0.419 0.763
C13 2.376 -1.355 0.885
C14 2.076 -2.669 1.208
C15 0.661 -3.144 1.405
C16 3.146 -3.543 1.376
C17 4.450 -3.110 1.204
C18 4.706 -1.800 0.830
C19 3.665 -0.891 0.657
C20 3.956 0.520 0.212
H1 -0.070 2.549 -3.321
H2 0.317 1.293 -2.132
H3 0.659 2.980 -1.778
H4 -2.215 3.681 -3.199
H5 -4.432 3.930 -2.149
H6 -4.948 2.785 -0.033
H7 -4.384 0.867 1.449
H8 -3.248 1.879 2.310
H9 -2.714 0.338 1.653
H10 -0.960 3.343 1.379
H11 0.716 3.234 1.968
H12 -0.591 2.549 2.923
H13 1.040 0.734 3.737
H14 2.320 1.617 2.922
H15 2.458 -0.141 3.108
H16 0.165 -2.633 2.234
H17 0.647 -4.210 1.621
H18 0.045 -2.986 0.510
H19 2.950 -4.572 1.649
H20 5.270 -3.798 1.353
H21 5.724 -1.472 0.667
H22 4.888 0.549 -0.348
H23 4.076 1.198 1.060
H24 3.171 0.925 -0.429
N3 -2.166 -1.317 -0.772
C21 -2.235 -2.409 -1.780
C22 -1.536 -1.947 -3.022
N4 -0.120 -1.638 -2.663
H25 -2.463 -1.664 0.136
H26 -2.783 -0.541 -1.015
H27 -3.265 -2.710 -1.979
H28 -1.713 -3.276 -1.368
H29 -1.996 -1.026 -3.388
H30 -1.593 -2.688 -3.819
H31 0.333 -1.126 -3.417
H32 0.423 -2.494 -2.559

Here are the Löwdin charges for atoms 1 to 2, given in e:
1. Pd 1.006
2. C -0.019

***

(2)
DFT (ωB97M-V/def2-TZVPD) results for 2 unconnected molecules or ions with the total composition C3H6N at a distorted geometry.

Energy above the lowest of the compared OMol25 structures with the same formula, charge and spin = 23.1 kcal per mole
Charge = +1
2S+1 = 3
Largest force on an atom = 0.084 hartree/bohr
Orbital gap (alpha / beta) = 0.334 / 0.351 hartree

Element x y z (Å)
C1 0.893 0.184 2.148
C2 0.215 0.150 1.155
C3 -0.472 0.089 0.016
N1 -0.071 -0.706 -1.221
H1 1.082 0.299 3.222
H2 0.078 2.329 -1.063
H3 -1.446 0.584 0.001
H4 -0.114 -1.644 -0.824
H5 0.831 -0.468 -1.632
H6 -0.997 -0.818 -1.802

Here are the Löwdin charges for atoms 1 to 2, given in e:
1. C 0.221
2. C -0.153

***

(3)
DFT (ωB97M-V/def2-TZVPD) results for a single C3H5N3O molecule.

Energy above the lowest of the compared OMol25 structures with the same formula, charge and spin = 14.0 kcal per mole
Charge = 0
SMILES = Nc1nc(O)c[nH]1
2S+1 = 1
Largest force on an atom = 0.006 hartree/bohr
Orbital gap = 0.309 hartree

Element x y z (Å)
N1 1.583 1.563 -0.004
C1 0.602 0.574 0.025
N2 0.234 -0.110 1.087
C2 -0.723 -0.979 0.623
O1 -1.408 -1.827 1.426
C3 -0.926 -0.851 -0.714
N3 -0.063 0.179 -1.090
H1 1.504 2.230 0.754
H2 1.652 2.035 -0.895
H3 -0.870 -2.023 2.202
H4 -1.581 -1.360 -1.399
H5 -0.004 0.571 -2.015

Here are the Löwdin charges for atoms 1 to 2, given in e:
1. N 0.119
2. C -0.460

***

(4)
DFT (ωB97M-V/def2-TZVPD) results for a molecular structure, C32H26BrCl5F4O5PTi at a distorted geometry.

Energy above the lowest of the compared OMol25 structures with the same formula, charge and spin = 16.5 kcal per mole
Charge = +1
2S+1 = 3
Largest force on an atom = 0.027 hartree/bohr
Orbital gap (alpha / beta) = 0.263 / 0.307 hartree

Element x y z (Å)
Ti1 0.280 0.332 -0.038
C1 1.003 3.399 -0.616
C2 -0.312 3.453 -1.344
O1 -1.022 2.267 -1.002
C3 -2.207 2.085 -1.755
C4 -2.871 0.842 -1.230
O2 -1.924 -0.220 -1.087
C5 -1.668 -0.990 -2.273
C6 -0.513 -0.450 -3.101
O3 0.469 0.109 -2.226
C7 1.364 1.013 -2.896
C8 2.247 1.719 -1.884
O4 1.531 2.064 -0.675
H1 0.872 3.627 0.438
H2 1.722 4.100 -1.039
H3 -0.186 3.481 -2.431
H4 -0.874 4.338 -1.034
H5 -1.954 1.995 -2.817
H6 -2.870 2.950 -1.638
H7 -3.687 0.533 -1.886
H8 -3.281 1.004 -0.233
H9 -2.565 -1.012 -2.895
H10 -1.467 -2.003 -1.941
H11 -0.832 0.326 -3.800
H12 -0.068 -1.262 -3.681
H13 0.748 1.709 -3.470
H14 1.999 0.460 -3.593
H15 2.641 2.630 -2.336
H16 3.071 1.089 -1.574
F1 0.624 0.245 7.887
C9 0.310 0.476 6.622
C10 -0.789 1.244 6.316
F2 -1.540 1.752 7.284
C11 -1.107 1.472 4.988
F3 -2.202 2.213 4.776
C12 -0.363 0.960 3.941
P1 -0.941 1.220 2.188
C13 -1.083 3.049 2.165
C14 -2.050 3.720 1.421
C15 -2.062 5.108 1.352
C16 -1.091 5.848 2.014
C17 -0.111 5.190 2.746
C18 -0.110 3.804 2.820
C19 -2.655 0.583 2.341
C20 -2.809 -0.790 2.177
C21 -4.054 -1.393 2.296
C22 -5.170 -0.615 2.567
C23 -5.030 0.755 2.747
C24 -3.779 1.349 2.646
C25 0.751 0.193 4.279
Br1 1.913 -0.512 2.999
C26 1.081 -0.050 5.602
F4 2.137 -0.779 5.942
H17 -2.815 3.164 0.890
H18 -2.837 5.611 0.785
H19 -1.103 6.929 1.966
H20 0.650 5.755 3.269
H21 0.663 3.312 3.399
H22 -1.944 -1.413 1.992
H23 -4.146 -2.465 2.179
H24 -6.146 -1.077 2.655
H25 -5.893 1.364 2.984
H26 -3.690 2.412 2.821
Cl1 3.054 -5.895 -2.051
C27 2.801 -4.312 -1.441
C28 1.569 -3.961 -0.900
Cl2 0.274 -5.090 -0.813
C29 1.389 -2.671 -0.433
Cl3 -0.122 -2.173 0.330
C30 2.369 -1.680 -0.477
O5 2.118 -0.479 -0.030
C31 3.609 -2.064 -1.002
Cl4 4.862 -0.876 -1.030
C32 3.819 -3.354 -1.478
Cl5 5.350 -3.770 -2.130

Here are the Löwdin charges for atoms 1 to 2, given in e:
1. Ti 0.691
2. C -0.110

***

no.,E_tot (eV)
1,-32759.9114
2,-4684.2188
3,-9709.9757
4,-219766.6972